Entry 1:
Density functional theory data (ωB97M-V/def2-TZVPD) for a structure of composition C47H35BaN11PSe.

Geometry as XYZ:
```
96
Properties=species:S:1:pos:R:3:forces:R:3:lowdin_charge:R:1
Ba -0.352 0.398 -0.590 0.25 -0.97 -0.84 1.724
C -4.181 2.633 0.010 0.00 0.05 0.01 -0.089
C -3.717 3.946 -0.100 0.05 0.00 0.02 -0.075
C -2.443 4.243 0.319 -0.03 0.00 -0.05 -0.028
C -1.611 3.218 0.811 0.10 -0.08 0.32 -0.375
N -2.042 1.944 0.867 -0.30 0.50 0.26 -0.023
C -3.309 1.686 0.497 0.11 0.00 0.16 -0.195
N -0.396 3.623 1.327 -0.12 -0.03 0.00 0.157
C 0.691 2.938 1.499 -0.01 0.05 -0.16 -0.331
N 1.066 1.697 1.057 0.70 0.65 0.83 -0.076
C 2.375 1.489 1.439 0.01 -0.13 0.12 -0.310
N 3.177 0.491 1.308 0.03 -0.09 -0.13 0.167
C 3.019 -0.694 0.598 -0.09 0.13 -0.10 -0.335
C 4.078 -1.605 0.753 0.05 0.03 0.04 -0.027
C 4.102 -2.771 0.027 -0.02 0.04 0.02 -0.077
C 3.056 -3.031 -0.853 0.06 -0.05 0.00 -0.072
C 2.038 -2.108 -0.932 -0.14 0.21 0.03 -0.167
N 1.996 -0.964 -0.228 0.58 -0.06 0.24 0.001
C 2.874 2.691 2.173 -0.12 -0.07 0.02 -0.106
C 4.098 2.980 2.742 0.07 0.02 0.03 -0.013
C 4.237 4.216 3.366 -0.03 0.00 -0.03 -0.087
C 3.179 5.125 3.406 0.00 -0.03 -0.01 -0.089
C 1.951 4.820 2.825 0.00 0.06 0.03 -0.018
C 1.827 3.586 2.217 -0.05 -0.06 -0.05 -0.109
H -5.184 2.355 -0.286 0.01 0.01 0.02 0.099
H -4.357 4.724 -0.498 0.01 0.00 0.01 0.106
H -2.042 5.247 0.284 -0.02 -0.02 0.00 0.111
H -3.616 0.650 0.608 0.04 -0.01 -0.04 0.067
H 4.867 -1.336 1.442 0.03 -0.01 -0.04 0.108
H 4.927 -3.466 0.129 0.01 0.01 0.01 0.104
H 3.034 -3.919 -1.470 -0.02 0.02 0.03 0.104
H 1.198 -2.286 -1.594 -0.01 0.02 0.04 0.079
H 4.913 2.269 2.690 -0.03 0.00 0.00 0.110
H 5.182 4.485 3.822 -0.01 -0.01 -0.01 0.095
H 3.321 6.082 3.893 -0.01 -0.01 -0.01 0.094
H 1.121 5.516 2.836 0.02 -0.02 0.01 0.108
N -4.307 0.781 -3.472 -0.06 0.05 -0.03 0.028
C -3.562 0.017 -2.661 0.00 0.03 0.03 -0.139
N -2.520 0.706 -2.267 -0.10 0.22 -0.37 0.013
C -2.665 1.911 -2.890 0.02 -0.07 0.01 -0.323
N -3.746 1.999 -3.635 -0.01 -0.04 0.02 0.129
C -1.660 2.983 -2.758 0.04 -0.04 -0.08 -0.224
C -1.798 4.192 -3.419 -0.01 0.07 -0.01 -0.078
N -0.880 5.153 -3.322 -0.03 -0.04 0.03 0.092
C 0.193 4.875 -2.595 -0.10 0.07 -0.05 -0.118
C 0.352 3.655 -1.946 -0.17 -0.02 0.16 -0.232
N -0.590 2.721 -2.000 -0.24 0.56 -0.45 -0.036
H -5.157 0.555 -3.956 0.01 -0.03 0.01 0.150
H -3.784 -1.005 -2.385 0.02 0.07 -0.04 0.133
H -2.674 4.384 -4.026 0.03 0.02 0.00 0.110
H 0.956 5.641 -2.522 0.03 -0.03 0.00 0.110
H 1.235 3.441 -1.359 -0.02 0.00 0.00 0.086
C 1.776 -2.036 3.301 -0.05 -0.04 0.04 -0.093
C 1.428 -3.079 2.450 -0.01 -0.02 0.03 -0.088
C 0.180 -3.104 1.848 0.04 -0.02 0.01 -0.103
C -0.747 -2.094 2.107 0.00 0.19 0.03 -0.407
C -0.385 -1.047 2.956 0.02 -0.05 -0.04 -0.114
C 0.872 -1.015 3.550 -0.03 -0.02 0.00 -0.085
P -2.422 -2.034 1.365 0.03 -0.24 -0.12 1.068
C -3.329 -3.282 2.373 -0.02 0.07 0.03 -0.377
C -4.722 -3.215 2.348 -0.02 -0.05 0.00 -0.120
C -5.499 -4.148 3.022 0.03 -0.02 -0.02 -0.100
C -4.888 -5.163 3.746 0.02 0.04 0.00 -0.105
C -3.502 -5.231 3.794 0.00 0.02 -0.02 -0.090
C -2.729 -4.297 3.116 -0.02 -0.03 -0.01 -0.081
C -2.140 -2.900 -0.228 -0.25 0.01 -0.08 -0.469
C -2.682 -4.150 -0.537 0.09 0.02 -0.02 -0.116
C -2.470 -4.691 -1.801 0.02 0.07 0.02 -0.123
C -1.745 -3.961 -2.736 -0.04 0.02 0.05 -0.124
C -1.244 -2.702 -2.401 -0.02 0.02 0.00 -0.208
C -1.405 -2.105 -1.138 -0.36 -0.74 -0.02 -0.361
H 2.760 -2.010 3.753 0.00 0.01 -0.03 0.105
H 2.141 -3.867 2.243 0.01 0.01 -0.03 0.103
H -0.078 -3.902 1.161 0.01 0.03 -0.01 0.114
H -1.092 -0.244 3.137 0.03 0.01 -0.02 0.096
H 1.148 -0.190 4.196 0.00 0.01 -0.03 0.106
H -5.201 -2.420 1.785 0.00 -0.01 0.02 0.094
H -6.580 -4.085 2.982 0.02 0.02 0.00 0.096
H -5.488 -5.892 4.278 0.01 0.01 -0.02 0.095
H -3.018 -6.022 4.356 0.00 0.03 0.01 0.098
H -1.649 -4.360 3.163 -0.03 -0.01 0.00 0.094
H -3.260 -4.707 0.194 0.03 0.01 0.00 0.089
H -2.867 -5.668 -2.053 0.00 0.01 0.01 0.087
H -1.574 -4.372 -3.727 -0.02 0.01 0.00 0.088
H -0.714 -2.156 -3.188 0.02 -0.05 0.05 0.084
Se 2.008 1.874 -3.870 0.02 -0.22 0.17 0.508
C 3.739 1.120 -3.759 -0.06 -0.03 -0.01 -0.745
C 4.903 1.890 -3.892 0.01 -0.11 0.01 -0.152
C 6.145 1.284 -3.805 -0.04 -0.06 0.01 -0.195
N 6.341 -0.022 -3.599 -0.06 0.03 0.00 0.015
C 5.230 -0.754 -3.466 0.01 0.05 0.00 -0.190
C 3.944 -0.249 -3.532 0.08 0.07 0.00 -0.152
H 4.823 2.955 -4.062 0.02 0.01 -0.01 0.079
H 7.046 1.884 -3.907 -0.02 0.02 -0.01 0.088
H 5.386 -1.817 -3.295 -0.03 0.01 0.01 0.089
H 3.091 -0.904 -3.408 0.03 -0.02 -0.02 0.073
```
Forces are in eV/Å.

multiplicity = 1
net charge = -1
energy above the lowest of the compared OMol25 structures with the same formula, charge and spin = 0.275 eV
frontier orbital gap = 5.687 eV



Entry 2:
Density functional theory data (ωB97M-V/def2-TZVPD) for a structure of composition C47H35KN10O8S6.

Geometry as XYZ:
```
107
Properties=species:S:1:pos:R:3:forces:R:3:lowdin_charge:R:1
K -0.597 0.339 0.781 1.90 0.47 -1.78 0.764
O 0.356 -5.547 3.132 -0.03 -0.01 -0.12 0.051
C -0.198 -4.436 2.554 -0.01 -0.11 -0.04 -0.293
C -0.730 -4.460 1.273 0.10 -0.10 0.06 0.040
C -1.288 -3.302 0.756 0.04 0.10 0.17 -0.176
N -1.265 -2.140 1.421 -0.13 -0.37 0.46 0.067
C -0.785 -2.146 2.684 -0.07 -0.08 -0.03 -0.185
C -0.261 -3.274 3.293 0.05 0.19 0.06 0.046
C -0.960 -0.860 3.514 0.07 0.13 -0.09 -0.697
O -1.631 -1.005 4.546 0.00 0.02 0.01 -0.002
O -0.478 0.202 3.029 -0.21 -0.44 1.58 -0.221
C -2.020 -3.444 -0.577 -0.06 -0.91 -0.05 -0.695
O -3.276 -3.398 -0.520 0.02 0.26 0.01 -0.091
O -1.312 -3.758 -1.554 -0.03 0.28 -0.03 -0.021
H 0.365 -6.250 2.473 0.00 0.03 0.04 0.096
H -0.732 -5.364 0.673 0.01 0.02 0.01 0.123
H 0.092 -3.224 4.313 0.00 -0.02 -0.03 0.128
N 4.009 1.513 2.006 -0.09 0.16 -0.11 0.080
C 3.269 2.575 1.594 -0.06 -0.34 -0.02 -0.689
N 2.128 2.475 0.971 0.03 0.32 0.08 0.092
C 1.645 3.731 0.644 -0.34 -0.36 -0.18 -0.341
C 2.421 4.781 0.989 0.07 0.18 0.06 -0.389
S 3.831 4.211 1.806 0.12 0.15 0.05 0.998
C 0.350 3.825 -0.063 0.28 -0.36 0.09 -0.339
C -0.485 4.886 -0.056 -0.09 0.16 -0.02 -0.373
S -1.868 4.544 -1.036 -0.12 0.06 -0.03 1.014
C -1.210 2.965 -1.377 0.10 -0.21 -0.06 -0.684
N -0.068 2.731 -0.797 -0.10 0.23 -0.04 0.064
N -1.824 2.100 -2.236 0.17 0.32 0.07 0.134
H 3.481 0.680 2.299 0.01 0.00 0.00 -0.023
H 4.757 1.700 2.655 0.01 -0.02 0.01 0.073
H 2.256 5.828 0.799 0.00 -0.03 -0.01 0.062
H -0.391 5.811 0.488 -0.01 -0.02 0.00 0.064
H -2.823 2.203 -2.329 -0.05 -0.05 0.06 0.053
H -1.517 1.133 -2.163 -0.01 -0.06 0.07 0.050
O -0.929 -2.025 -7.806 0.16 0.00 -0.18 0.059
N 0.195 -1.763 -7.422 -0.12 0.24 0.64 -0.338
O 1.186 -1.804 -8.126 -0.06 -0.09 -0.04 0.053
C 0.356 -1.318 -6.002 -0.40 -0.34 -0.42 -0.070
C 1.522 -0.717 -5.718 0.31 0.23 0.16 0.051
C 1.776 -0.214 -4.405 0.24 -0.02 -0.40 -0.141
C 3.021 0.327 -4.037 0.02 -0.01 0.01 -0.017
C 3.206 0.737 -2.746 -0.10 0.00 0.07 -0.032
C 2.129 0.617 -1.843 0.04 0.09 -0.11 -0.094
N 0.955 0.130 -2.178 0.12 0.13 0.24 0.141
C 0.774 -0.283 -3.440 -0.38 -0.20 0.19 -0.142
C -0.503 -0.904 -3.769 0.05 0.09 0.20 -0.131
N -1.427 -0.927 -2.786 -0.01 -0.05 -0.08 0.143
C -2.492 -1.673 -2.950 -0.01 0.03 -0.11 -0.126
C -2.734 -2.395 -4.133 -0.03 0.02 0.06 -0.023
C -1.868 -2.278 -5.179 0.01 -0.06 -0.08 -0.002
C -0.698 -1.499 -5.024 0.03 -0.06 -0.16 -0.066
H 2.272 -0.619 -6.490 0.00 -0.01 0.02 0.124
H 3.816 0.392 -4.773 -0.01 0.00 0.01 0.113
H 4.148 1.145 -2.404 -0.01 -0.01 0.00 0.105
H 2.236 0.963 -0.820 -0.01 -0.01 -0.01 0.084
H -3.179 -1.756 -2.112 0.05 0.01 -0.14 0.070
H -3.596 -3.046 -4.193 0.00 0.02 0.02 0.113
H -2.052 -2.805 -6.102 -0.01 0.04 0.05 0.098
O -2.846 0.711 0.308 -1.52 -0.06 -0.02 -0.646
S -3.530 -0.637 0.341 0.09 0.52 -0.09 0.988
C -4.145 -0.888 2.050 -0.03 0.03 0.13 -0.232
C -4.658 0.382 2.653 0.03 -0.06 -0.04 -0.258
C -6.021 0.655 2.744 -0.03 0.04 -0.04 -0.072
C -6.474 1.876 3.229 0.06 -0.03 -0.01 -0.108
C -5.558 2.838 3.633 0.02 -0.02 -0.01 -0.110
C -4.196 2.560 3.578 -0.03 -0.06 -0.03 -0.063
C -3.744 1.339 3.099 0.01 0.01 0.04 -0.009
C -5.192 -0.378 -0.431 0.02 0.03 -0.08 -0.241
C -5.220 0.853 -1.280 -0.11 -0.05 -0.05 -0.267
C -5.224 0.763 -2.669 0.01 -0.01 -0.05 -0.049
C -5.274 1.906 -3.459 0.00 0.00 0.06 -0.098
C -5.324 3.159 -2.862 0.07 -0.03 0.06 -0.112
C -5.313 3.259 -1.473 0.06 -0.05 -0.03 -0.100
C -5.250 2.116 -0.687 -0.04 0.03 0.03 -0.030
H -3.302 -1.280 2.618 -0.02 0.01 -0.08 0.078
H -4.899 -1.672 1.954 0.00 0.01 0.06 0.108
H -6.738 -0.101 2.439 -0.01 0.01 0.01 0.106
H -7.537 2.073 3.292 -0.01 0.00 0.00 0.091
H -5.904 3.794 4.008 0.00 0.00 0.00 0.090
H -3.476 3.294 3.917 0.00 0.00 0.00 0.105
H -2.683 1.108 3.101 -0.04 0.04 -0.01 0.100
H -5.939 -0.315 0.356 -0.03 0.03 -0.01 0.071
H -5.353 -1.289 -1.012 -0.05 0.04 0.01 0.092
H -5.190 -0.215 -3.137 0.02 0.03 0.01 0.107
H -5.267 1.815 -4.538 0.00 0.00 0.00 0.099
H -5.353 4.053 -3.473 -0.02 0.00 0.01 0.096
H -5.333 4.232 -0.997 0.01 -0.02 -0.02 0.097
H -5.224 2.199 0.394 0.03 -0.01 -0.06 0.112
S 7.744 -3.799 5.080 -0.12 0.13 -0.11 0.487
C 6.602 -2.726 4.453 0.15 0.02 -0.07 -1.099
S 4.958 -2.822 4.935 -0.36 -0.32 0.34 0.942
C 4.488 -1.481 3.915 -0.03 0.44 -0.22 -1.176
N 5.517 -1.002 3.260 -0.02 -0.30 0.32 -0.028
N 6.689 -1.712 3.565 0.15 0.30 -0.32 -0.145
C 7.827 -1.256 2.834 -0.03 -0.08 0.08 -0.176
C 7.628 -0.329 1.806 -0.02 -0.01 -0.06 -0.025
C 8.707 0.140 1.075 0.03 0.00 0.00 -0.098
C 10.000 -0.293 1.346 -0.13 -0.01 0.02 -0.119
C 10.189 -1.208 2.368 -0.01 -0.05 0.06 -0.102
C 9.119 -1.692 3.113 0.14 0.05 0.00 -0.054
S 2.887 -0.906 3.870 0.24 -0.25 0.02 0.524
H 6.626 0.006 1.588 0.03 -0.01 -0.01 0.087
H 8.525 0.853 0.280 0.01 -0.01 0.01 0.096
H 10.840 0.074 0.770 -0.01 0.01 0.00 0.089
H 11.184 -1.564 2.605 0.00 0.01 -0.01 0.095
H 9.284 -2.402 3.906 0.00 0.02 -0.03 0.006
```
Forces are in eV/Å.

multiplicity = 1
net charge = -2
energy above the lowest of the compared OMol25 structures with the same formula, charge and spin = 1.525 eV
frontier orbital gap = 5.517 eV



What E_LUMO values result from the calculations? In sequence: 1.8, 2.6 eV.
What molar mass values result from the calculations? In sequence: 1001.1, 1099.4 g mol⁻¹.